Entry 1:
A molecular structure, C10H20InNOP, computed with ωB97M-V with the def2-TZVPD basis set.

Last column: Mulliken charge in e.
Atoms and positions in Å:
In -0.131 -0.198 -0.779  1.002
P -2.253 -1.453 -1.752  0.479
O -2.193 0.672 2.397  -0.134
N 1.189 0.995 0.700  -0.306
C 2.889 2.665 0.865  -0.731
C 1.487 0.570 1.944  0.004
C 3.200 2.257 2.162  1.136
C 2.478 1.192 2.703  -0.860
C -2.451 -1.132 -3.537  -1.196
C -2.063 -3.268 -1.677  -1.167
C 1.906 1.996 0.141  -0.362
C -1.746 0.378 1.389  0.169
C 4.288 2.936 2.941  -1.323
C -3.912 -1.140 -1.088  -1.168
H 5.100 2.248 3.215  0.329
H -2.667 -0.067 -3.700  0.356
H -4.660 -1.638 -1.724  0.394
H -1.070 -3.554 -2.057  0.343
H 1.674 2.238 -0.902  0.370
H 2.687 0.817 3.700  0.401
H 3.907 3.372 3.874  0.332
H 0.847 -2.228 1.015  0.021
H 0.220 -2.571 0.766  0.032
H 3.426 3.493 0.410  0.331
H -4.109 -0.059 -1.079  0.335
H -0.736 1.182 -1.677  -0.248
H -3.279 -1.740 -3.926  0.409
H 0.942 -0.306 2.316  0.452
H -2.845 -3.745 -2.289  0.402
H 0.823 -1.135 -1.917  -0.194
H 4.716 3.739 2.333  0.344
H -1.525 -1.386 -4.073  0.355
H -2.150 -3.606 -0.632  0.340
H -3.990 -1.524 -0.062  0.354

Results
Charge: +1
E_HOMO (eV): -12.21
Calculated total energy (Ha): -1054.2096


Entry 2:
C10H20N2 in the gas phase, computed with ωB97M-V with the def2-TZVPD basis set.

Last column: Mulliken charge in e.
Atoms and positions in Å:
N -2.012 0.182 -1.056  -0.463
N -2.094 0.170 0.421  0.078
C -0.451 -1.728 -0.065  -0.925
C 1.880 -1.044 -0.475  -0.893
C 1.571 0.419 -0.452  0.640
C 0.755 0.494 1.962  -2.001
C 2.782 1.273 -0.127  -1.996
C -3.145 -0.537 1.111  -0.915
C 0.355 0.623 0.468  0.568
C 0.720 -1.829 -1.014  -0.622
C -0.749 -0.295 0.155  0.354
C -1.905 1.520 -1.583  -0.782
H 1.269 -0.420 2.070  0.385
H 2.085 -1.406 0.489  0.277
H 2.333 2.207 0.060  0.495
H 1.201 0.831 -1.377  0.302
H 0.002 1.733 0.508  0.256
H 1.008 -2.887 -1.082  0.352
H -0.193 -2.085 0.935  0.205
H -0.144 0.438 2.479  0.577
H 0.499 -1.503 -2.086  0.319
H 1.423 1.315 2.299  0.352
H -3.937 0.039 0.634  0.320
H -1.483 2.157 -0.793  0.316
H -2.904 -0.354 2.177  0.270
H 3.202 0.895 0.743  0.422
H -3.154 -1.541 0.726  0.348
H -2.815 1.658 -2.107  0.345
H 3.567 1.362 -0.905  0.385
H -1.332 -2.165 -0.599  0.488
H -1.060 1.628 -2.285  0.247
H 2.727 -1.149 -1.228  0.295

Results
E_HOMO (eV): -8.15
SMILES: C[C@H]1CCCC2([C@H]1C)N(C)N2C
Calculated total energy (Ha): -502.3839
Relative energy (zero: lowest compared OMol25 entry of this formula, charge and spin) (kJ/mol): 304.5


Entry 3:
C10H20N2O2 in the gas phase, computed with ωB97M-V with the def2-TZVPD basis set.

Last column: Mulliken charge in e.
Atoms and positions in Å:
O -1.024 3.095 0.397  -0.597
O -0.207 -3.491 0.809  -0.658
N -2.921 -0.488 0.879  -0.591
N 1.407 -1.882 1.031  -0.225
C 0.443 2.205 -1.346  -0.611
C 0.272 -2.431 0.489  -0.076
C 1.371 -0.417 0.998  0.108
C -2.680 -1.687 0.068  -0.892
C 2.775 0.163 0.929  -1.651
C -1.637 -1.526 -1.042  -0.744
C 0.342 2.879 0.028  -0.571
C 0.881 0.726 -1.363  -1.022
C 0.371 -0.107 -0.176  1.156
C -0.165 -1.487 -0.615  0.130
H -1.777 -2.314 -1.786  0.441
H 0.837 2.287 0.803  0.302
H -3.625 -1.992 -0.395  0.319
H -2.352 -0.472 1.715  0.298
H 1.765 -2.336 1.860  0.345
H 2.755 1.255 0.984  0.336
H 3.285 -0.127 0.007  0.418
H -1.218 2.632 1.219  0.322
H 3.375 -0.215 1.761  0.423
H 0.445 -1.826 -1.466  0.467
H -0.471 0.434 0.264  -0.267
H 1.127 2.787 -1.973  0.429
H -2.390 -2.496 0.740  0.435
H 0.838 3.855 0.005  0.337
H -1.848 -0.579 -1.562  0.223
H 0.891 -0.051 1.917  0.200
H 1.968 0.663 -1.453  0.335
H -0.548 2.299 -1.803  0.359
H 0.488 0.276 -2.281  0.266
H -2.770 0.367 0.357  0.257

Results
E_HOMO (eV): -9.10
SMILES: C[C@@H]1NC(=O)[C@@H](CCN)[C@@H]1CCCO
Calculated total energy (Ha): -653.0282
Relative energy (zero: lowest compared OMol25 entry of this formula, charge and spin) (kJ/mol): 152.9


Entry 4:
C10H20N2O4 in the gas phase, computed with ωB97M-V with the def2-TZVPD basis set.

Last column: Mulliken charge in e.
Atoms and positions in Å:
O -1.825 2.553 -1.095  -0.513
O 0.153 2.705 -0.173  -0.584
O 1.243 -1.371 -1.471  -0.693
O 2.145 1.876 0.953  -0.619
N 0.274 -0.007 0.054  -0.011
N 3.312 -1.954 0.150  -0.660
C 1.308 -0.706 -0.418  0.070
C -2.788 -0.713 0.560  1.108
C -3.716 0.420 0.956  -1.626
C -0.770 0.559 -0.722  0.601
C 2.497 -0.734 0.498  0.020
C -1.935 -0.391 -0.774  -1.472
C 3.233 0.593 0.637  0.094
C -3.657 -1.738 -0.045  -1.561
C 3.965 0.731 -0.834  -1.318
C -0.965 2.006 -0.544  -0.055
H -2.600 -0.029 -1.626  0.363
H 2.022 -0.964 1.425  0.399
H 4.490 1.749 -0.920  0.345
H -4.016 -2.585 0.626  0.324
H -4.568 -1.267 -0.353  0.372
H 2.884 -2.661 -0.434  0.262
H 0.202 -0.043 1.032  0.294
H 3.146 0.734 -1.621  0.295
H -3.746 1.163 0.218  0.439
H 2.366 2.583 1.566  0.257
H -2.073 -0.924 1.387  0.419
H -0.425 0.556 -1.781  0.269
H 4.093 0.711 1.251  0.452
H -3.153 -2.368 -0.824  0.381
H 4.509 -0.152 -0.952  0.474
H 3.428 -2.397 0.996  0.264
H 0.822 2.316 0.484  0.440
H -1.531 -1.309 -1.110  0.502
H -3.449 0.913 1.863  0.343
H -4.875 0.148 1.039  0.326

Results
E_HOMO (eV): -9.65
SMILES: CC(C)C[C@H](NC(=O)[C@@H](N)[C@@H](C)O)C(=O)O
Calculated total energy (Ha): -803.3960
Relative energy (zero: lowest compared OMol25 entry of this formula, charge and spin) (kJ/mol): 473.4


So what do the calculations give for LUMO? Going down the list: -3.285 0.987 0.539 0.202 eV.
So what do the calculations give for HOMO-LUMO gap? Going down the list: 0.32802 0.33589 0.35441 0.36213 Eh.
So what do the calculations give for maximum force? Going down the list: 2.78 5.19 0.49 5.12 eV Å⁻¹.